1.
Entry from the Open Molecules 2025 dataset: an isolated ion of composition C12H15BrNO and charge +1 at a distorted geometry (wB97M-V/def2-TZVPD).

```
! RIJCOSX wB97M-V def2-TZVPD def2/J DEFGRID3
* xyz 1 1
C 2.5741 2.2283 -1.5815
C 1.6158 1.1074 -1.3246
O 0.5983 0.8447 -2.1211
C 1.6906 0.3286 -0.2209
Br 3.0421 0.4088 1.1421
C 0.3550 -0.5842 0.2913
C -0.7987 0.1872 0.7828
C -2.0719 -0.0228 0.2406
C -3.1221 0.8073 0.6071
C -2.9224 1.7696 1.5942
C -1.6328 1.9149 2.1965
C -0.6176 1.1365 1.7210
N 0.2860 -1.8559 0.0110
C 1.3620 -2.4607 -0.7349
C -0.8543 -2.6203 0.4209
H 2.3281 3.1225 -1.1685
H 3.5125 2.0410 -1.2450
H 2.8150 2.3844 -2.6595
H 0.3394 1.6239 -2.7803
H -2.2108 -0.7277 -0.5880
H -4.1640 0.8110 0.3136
H -3.7176 2.4468 1.9016
H -1.4969 2.3682 3.1345
H 0.4113 1.0697 2.0691
H 1.8762 -1.6399 -1.2433
H 1.9031 -3.0800 0.0694
H 0.8828 -3.2475 -1.3044
H -1.5002 -2.8160 -0.4719
H -0.4900 -3.5795 0.9446
H -1.6529 -2.0525 1.1248
*
```

Computed properties:
HOMO-LUMO gap, eV: 8.260
SMILES string: C/C(O)=C(\Br)C(c1ccccc1)=[N+](C)C
E, eV: -86258.221
Maximum force, eV Å⁻¹: 4.2
Energy above the lowest of the compared OMol25 structures with the same formula, charge and spin, kJ/mol: 13.8

***

2.
Entry from the Open Molecules 2025 dataset: one molecule with the formula C21H26N2 at a distorted geometry (wB97M-V/def2-TZVPD).

```
! RIJCOSX wB97M-V def2-TZVPD def2/J DEFGRID3
* xyz 0 1
C 4.6452 0.4962 -1.6755
N 3.5206 -0.4018 -1.4330
C 3.4887 -1.0226 -0.0340
C 2.2048 -1.8823 0.1551
N 1.0281 -1.2419 -0.4257
C 1.2668 -1.0876 -1.8705
C 2.2300 0.0277 -2.0283
C 1.6359 1.3844 -1.4996
C 1.2517 1.2391 -0.0107
C 0.4468 -0.0704 0.2912
C -1.0793 0.0876 -0.0737
C -1.9269 -1.1635 0.1990
C -3.0334 -1.5201 -0.6272
C -3.8872 -2.5742 -0.2434
C -3.6486 -3.2830 0.9120
C -2.5942 -2.9026 1.7555
C -1.7867 -1.8406 1.4370
C -1.6992 1.2515 0.6455
C -1.4870 1.4445 2.0311
C -1.9361 2.6225 2.6527
C -2.6595 3.5841 1.9259
C -2.9394 3.3909 0.5707
C -2.4446 2.2207 -0.0552
H 4.6081 1.3448 -0.9884
H 5.5823 -0.0362 -1.5655
H 4.6254 0.9060 -2.7009
H 4.3477 -1.6781 0.1191
H 3.5658 -0.2705 0.7398
H 2.3523 -2.8330 -0.4077
H 2.0372 -2.0751 1.2079
H 1.6765 -1.9946 -2.2910
H 0.3251 -0.8526 -2.3909
H 2.4015 0.1619 -3.0691
H 2.3202 2.2260 -1.6055
H 0.7491 1.6107 -2.0821
H 2.1649 1.1710 0.5812
H 0.7364 2.1271 0.3062
H 0.5472 -0.2829 1.3500
H -1.1703 0.3704 -1.1367
H -3.2033 -0.9129 -1.5007
H -4.7043 -2.8579 -0.8919
H -4.2329 -4.1167 1.2262
H -2.4347 -3.4542 2.6459
H -1.0517 -1.5486 2.1482
H -0.9839 0.7146 2.6944
H -1.7199 2.7179 3.7373
H -3.0300 4.5180 2.3933
H -3.4972 4.1456 -0.0035
H -2.6079 2.1404 -1.1141
*
```

Computed properties:
HOMO-LUMO gap, eV: 8.667
SMILES string: CN1CCN2C[C@H]1CC[C@H]2C(c1ccccc1)c1ccccc1
E, eV: -25178.399
Maximum force, eV Å⁻¹: 1.9
Energy above the lowest of the compared OMol25 structures with the same formula, charge and spin, kJ/mol: 16.8

***

3.
Entry from the Open Molecules 2025 dataset: C23H47BBrN3NaO9PSi as an isolated structure at a distorted geometry (wB97M-V/def2-TZVPD).

```
! RIJCOSX wB97M-V def2-TZVPD def2/J DEFGRID3
* xyz 0 1
N 4.3817 0.4871 3.0961
C 3.5258 -0.6877 3.3459
C 2.1156 -0.4708 2.8087
O 1.6316 -1.7347 2.2600
C 1.2619 0.0623 4.0621
Si -0.1470 1.2559 3.5758
C -1.2236 0.6258 2.1653
B -2.6366 0.3411 2.7643
O -3.0850 -0.9619 2.8941
O -3.4237 1.3585 3.2277
H 3.8026 1.3194 3.0825
H 4.9663 0.6127 3.9081
H 3.9877 -1.5565 2.8889
H 3.5198 -0.8783 4.4140
H 2.1018 0.2281 1.9906
H 2.0660 -2.4461 2.7487
H 1.9701 0.6342 4.6474
H 0.9380 -0.7706 4.7523
H -0.9958 1.4045 4.7793
H 0.4116 2.5690 3.2088
H -1.3476 1.3929 1.4113
H -0.8273 -0.2432 1.6483
H -3.7156 -1.2047 2.2142
H -4.0604 1.6357 2.5679
Na -0.0677 -1.8189 3.6468
N 4.0908 2.2441 0.4614
C 4.6875 2.9267 -0.5627
C 3.7028 3.5976 -1.2502
C 2.4719 3.3184 -0.5956
C 2.7489 2.4892 0.4473
H 4.5535 1.6518 1.1319
H 5.7501 2.8710 -0.7205
H 3.8495 4.2163 -2.1185
H 1.4899 3.6782 -0.8545
H 2.0983 2.0524 1.1848
C 0.8134 1.4758 -3.6763
C -0.3209 1.6777 -2.7930
N -1.2076 1.8327 -2.0979
H 0.6201 0.6280 -4.3310
H 0.9729 2.3669 -4.2791
H 1.7063 1.2781 -3.0867
C 4.8046 4.0840 8.2524
O 5.0726 4.8681 7.1027
C 5.6393 4.1284 6.0383
C 4.6053 3.7747 4.9943
O 3.6220 2.8771 5.5055
C 2.4148 3.5334 5.8709
H 4.1441 4.6569 8.9000
H 4.3169 3.1398 7.9980
H 5.7334 3.8779 8.7937
H 6.1351 3.2276 6.4130
H 6.3996 4.7626 5.5739
H 5.1053 3.2657 4.1630
H 4.1338 4.6772 4.5984
H 1.8412 3.7738 4.9689
H 2.5968 4.4458 6.4390
H 1.8323 2.8495 6.4885
C -1.3305 -1.8717 -4.3035
C -1.1909 -2.9551 -5.1557
C -0.3686 -4.0146 -4.8057
C 0.3100 -3.9944 -3.5956
C 0.1655 -2.9130 -2.7390
C -0.6525 -1.8492 -3.0959
H -1.9743 -1.0461 -4.5788
H -1.7287 -2.9764 -6.0938
H -0.2603 -4.8577 -5.4739
H 0.9474 -4.8242 -3.3191
H 0.6906 -2.8990 -1.7911
H -0.7642 -1.0034 -2.4287
C -8.0890 -5.0729 -7.4599
O -8.1094 -4.0022 -6.5077
P -6.7339 -3.8504 -5.5347
O -7.3007 -3.0151 -4.4353
O -5.9285 -2.9372 -6.6471
C -6.5797 -1.8460 -7.2621
O -5.2952 -4.3855 -4.9068
C -4.5146 -3.5994 -4.0298
H -8.9702 -4.9778 -8.0959
H -7.1932 -5.0278 -8.0870
H -8.1194 -6.0384 -6.9528
H -7.3347 -1.4036 -6.6102
H -7.0464 -2.1658 -8.1977
H -5.8219 -1.0946 -7.4957
H -4.9460 -3.5948 -3.0264
H -4.4049 -2.5768 -4.4011
H -3.5270 -4.0630 -3.9829
Br -5.5032 -6.5449 -6.0551
*
```

Computed properties:
HOMO-LUMO gap, eV: 2.573
E, eV: -139810.945
Maximum force, eV Å⁻¹: 3.5